Entry 1:
Molecular formula: C6H22BCl3CoCrN6O24
Method: DFT, ωB97M-V with the def2-TZVPD basis set

Last column: Mulliken spin population.
Positions of all 64 atoms, in Å:
1 Cr -19.662 -4.208 -11.574  3.9590
2 Co -20.249 -6.295 -15.591  2.8403
3 Cl -23.638 -5.453 -15.228  0.0043
4 O -24.325 -6.037 -16.383  0.0004
5 O -23.484 -6.459 -14.186  -0.0009
6 O -22.321 -5.018 -15.639  0.0167
7 O -24.351 -4.298 -14.781  0.0020
8 Cl -18.652 -1.850 -14.044  0.0090
9 O -19.399 -1.662 -15.265  -0.0037
10 O -19.510 -2.462 -13.043  -0.0037
11 O -17.529 -2.720 -14.287  0.0008
12 O -18.235 -0.592 -13.512  -0.0012
13 Cl -19.856 -3.781 -18.250  0.0006
14 O -18.534 -3.318 -18.569  0.0045
15 O -20.814 -2.729 -18.029  0.0023
16 O -20.320 -4.589 -19.367  0.0010
17 O -19.738 -4.699 -17.115  0.0207
18 B -20.069 -5.535 -13.483  -0.0236
19 H -20.515 -6.546 -13.702  0.0209
20 H -20.809 -4.835 -12.995  0.0404
21 H -19.198 -5.638 -12.774  0.0247
22 H -19.755 -4.973 -14.409  0.0317
23 C -15.097 -3.868 -11.806  0.0027
24 N -16.335 -4.357 -11.097  -0.0198
25 O -17.427 -4.279 -11.640  0.0132
26 O -16.190 -4.814 -9.994  0.0149
27 H -15.338 -3.315 -12.708  -0.0006
28 H -14.443 -4.726 -11.926  -0.0002
29 H -14.591 -3.169 -11.141  -0.0003
30 C -15.969 -4.986 -16.539  0.0022
31 N -16.755 -5.601 -15.429  -0.0034
32 O -17.826 -6.104 -15.682  0.0024
33 O -16.305 -5.479 -14.307  0.0030
34 H -16.632 -4.994 -17.405  -0.0002
35 H -15.072 -5.506 -16.864  0.0000
36 H -15.778 -3.969 -16.210  -0.0004
37 C -23.412 -2.123 -10.109  0.0014
38 N -22.573 -2.877 -11.091  -0.0101
39 O -22.937 -2.865 -12.229  0.0119
40 O -21.637 -3.551 -10.628  0.0221
41 H -24.269 -2.744 -9.864  0.0001
42 H -23.674 -1.154 -10.519  -0.0001
43 H -22.788 -1.996 -9.228  0.0001
44 C -22.497 -7.247 -10.048  0.0003
45 N -21.037 -6.938 -9.798  -0.0001
46 O -20.587 -6.960 -8.695  0.0019
47 O -20.496 -6.442 -10.784  0.0023
48 H -22.938 -7.711 -9.170  0.0000
49 H -22.579 -7.928 -10.889  -0.0002
50 H -22.974 -6.288 -10.226  -0.0002
51 C -23.260 -9.862 -14.484  0.0002
52 N -22.593 -9.198 -15.636  0.0018
53 O -21.679 -8.428 -15.387  0.0096
54 O -22.846 -9.630 -16.729  0.0001
55 H -24.051 -10.452 -14.936  0.0000
56 H -23.738 -9.136 -13.829  -0.0001
57 H -22.476 -10.415 -13.976  0.0002
58 C -18.781 -10.208 -13.421  0.0008
59 N -18.364 -9.152 -14.378  -0.0023
60 O -19.108 -8.256 -14.753  0.0023
61 O -17.237 -9.225 -14.830  -0.0013
62 H -18.197 -10.111 -12.508  -0.0001
63 H -18.617 -11.137 -13.956  0.0000
64 H -19.797 -9.999 -13.094  0.0001

Properties
Electronic energy = -6207.24970 Ha
Orbital gap (alpha / beta) = 6.13 / 6.49 eV
Highest occupied orbital energy (alpha / beta) = -8.41 / -8.41 eV
Spin multiplicity = 8


Entry 2:
Molecular formula: C21H35BO2P2Pd
Method: DFT, ωB97M-V with the def2-TZVPD basis set

Last column: Mulliken spin population.
Positions of all 62 atoms, in Å:
1 P -0.307 -1.725 -4.284  -0.0516
2 P 0.384 1.715 -4.786  0.0600
3 C -0.329 -0.796 -5.893  0.0070
4 C 0.683 0.325 -6.020  0.0536
5 H -1.356 -0.457 -6.105  0.0048
6 H -0.095 -1.555 -6.646  0.0017
7 H 1.716 -0.004 -5.841  0.0023
8 H 0.657 0.788 -7.017  -0.0008
9 C -0.696 2.715 -5.933  0.1029
10 H -1.009 3.675 -5.496  0.0028
11 H -1.592 2.157 -6.249  -0.0048
12 H -0.119 2.936 -6.846  0.0053
13 C 1.994 2.549 -4.704  0.0106
14 H 2.201 3.088 -5.637  -0.0007
15 H 2.787 1.802 -4.566  0.0030
16 H 2.031 3.267 -3.876  -0.0051
17 C -1.739 -2.781 -4.590  0.0037
18 H -1.828 -3.537 -3.803  -0.0052
19 H -1.558 -3.295 -5.545  0.0004
20 H -2.675 -2.215 -4.686  0.0005
21 C 1.138 -2.790 -4.483  -0.0258
22 H 2.043 -2.189 -4.628  0.0017
23 H 0.946 -3.411 -5.363  -0.0071
24 H 1.235 -3.437 -3.590  0.0287
25 Pd 1.383 -1.855 -1.952  0.7904
26 C -0.622 2.791 -3.035  0.6814
27 C -1.994 2.607 -3.227  0.6131
28 C -2.577 1.361 -3.769  0.1405
29 C -2.121 0.153 -2.957  0.0810
30 C -0.689 -0.277 -3.168  -0.0545
31 C 0.518 0.649 -3.373  0.2021
32 C 0.975 1.230 -2.030  0.0512
33 C 0.101 2.440 -1.749  0.2350
34 C 1.355 -2.889 0.709  0.0969
35 H -0.224 3.739 -3.441  0.0158
36 H -2.713 3.406 -3.016  0.0030
37 H -2.389 1.177 -4.845  0.0333
38 H -3.672 1.418 -3.666  -0.0122
39 H -2.282 0.340 -1.880  -0.0176
40 H -2.771 -0.701 -3.193  0.0018
41 H -0.501 -0.806 -2.184  -0.0262
42 H 1.394 0.035 -3.661  0.0888
43 H 2.064 1.440 -1.998  -0.0568
44 H 0.798 0.473 -1.252  0.0063
45 H -0.613 2.209 -0.944  -0.0028
46 H 0.737 3.267 -1.403  0.0107
47 H 2.144 -2.853 1.466  0.0020
48 H 1.613 -3.583 -0.102  0.0041
49 H 0.450 -3.220 1.228  -0.0012
50 O -0.324 -0.955 0.335  0.1280
51 B 1.090 -1.437 0.110  0.1036
52 O 1.956 -0.350 0.718  0.1294
53 C 1.122 0.400 1.476  0.2038
54 C 1.443 1.242 2.541  -0.0320
55 C 0.411 1.667 3.384  0.1180
56 C -0.908 1.254 3.183  0.1280
57 C -1.247 0.442 2.107  -0.0317
58 C -0.231 0.025 1.257  0.1700
59 H 2.478 1.538 2.708  -0.0007
60 H 0.643 2.315 4.233  0.0043
61 H -1.682 1.537 3.897  0.0042
62 H -2.256 0.087 1.924  0.0011

Properties
ΔE to the lowest compared entry with this formula, charge and spin = 2.569 eV
Net charge = +2
Electronic energy = -1806.33999 Ha
Orbital gap (alpha / beta) = 6.20 / 6.22 eV
Highest occupied orbital energy (alpha / beta) = -11.56 / -14.29 eV
Spin multiplicity = 5